10
Properties=species:S:1:pos:R:3:forces:R:3 method="wB97M-V/def2-TZVPD" e_homo_ev=-8.79 orbital_gap_ev=9.5 total_energy_ha=-301.348591 smiles="NNc1cc1=O" relative_energy_ev=3.7726
N 1.104 -0.525 -1.441 0.174 -0.016 -0.184
N -0.038 -0.663 -0.637 -0.211 -0.871 -0.362
C -0.262 0.165 0.358 -0.149 1.559 1.469
C -1.133 0.428 1.387 0.438 0.094 -0.281
C -0.140 1.390 1.359 0.190 -1.677 -1.675
O 0.530 2.337 1.610 -0.062 0.463 0.470
H 0.855 -0.397 -2.419 -0.090 -0.048 0.278
H 1.720 -1.329 -1.352 -0.209 0.148 0.072
H -0.618 -1.500 -0.752 0.283 0.496 0.028
H -2.018 0.095 1.886 -0.364 -0.148 0.185